# 1
ORCA calculation (ωB97M-V/def2-TZVPD) on the ion C5H8ClN2 with charge +1.

Last column: Löwdin charge in e.
Geometry (Å):
C: -1.299 0.240 0.485  -0.111
C: -0.926 -1.075 0.360  -0.023
C: 0.863 0.099 -0.196  -0.526
C: -0.554 2.526 -0.224  -0.032
C: 1.245 -2.258 -0.053  0.009
N: -0.449 1.127 0.072  -0.047
N: 0.408 -1.092 0.046  -0.132
Cl: 2.293 0.690 -0.839  0.856
H: -2.330 0.578 0.805  0.175
H: -1.637 -1.788 0.780  0.146
H: -1.028 3.175 0.667  0.156
H: 0.398 2.818 -0.646  0.072
H: -1.419 2.689 -0.896  0.105
H: 1.195 -2.667 -1.045  0.102
H: 2.343 -1.993 0.036  0.115
H: 0.899 -3.066 0.650  0.134

Kohn-Sham gap	9.395	eV
SMILES string	Cn1cc[n+](C)c1Cl
charge	+1
largest force on an atom	7.08	eV/Å

---

# 2
ORCA calculation (ωB97M-V/def2-TZVPD) on a structure of composition C38H22BrF5N6O6ReSe.

Last column: Löwdin charge in e.
Geometry (Å):
Re: -0.278 -0.275 -2.093  1.449
C: -0.303 3.749 11.044  -0.050
O: -0.893 4.433 9.941  -0.055
C: -0.784 3.888 8.722  -0.270
C: -0.118 2.693 8.446  0.008
C: -0.073 2.224 7.145  -0.006
C: -0.681 2.926 6.108  -0.166
C: -1.340 4.125 6.398  -0.022
C: -1.394 4.603 7.685  0.020
C: -0.613 2.387 4.758  -0.225
N: 0.069 1.317 4.390  0.199
C: -0.160 1.189 3.058  -0.169
C: -0.994 2.186 2.587  -0.116
N: -1.278 2.945 3.693  0.197
C: -1.414 2.272 1.233  -0.046
C: -2.300 3.224 0.693  0.054
C: -2.657 3.150 -0.627  -0.002
C: -2.103 2.157 -1.436  -0.161
N: -1.231 1.274 -0.967  -0.096
C: -0.906 1.296 0.358  -0.130
C: -0.042 0.252 0.836  -0.126
N: 0.364 -0.679 -0.069  -0.033
C: 1.118 -1.694 0.332  -0.081
C: 1.531 -1.834 1.658  0.001
C: 1.145 -0.897 2.584  0.063
C: 0.332 0.175 2.181  -0.047
H: -0.524 4.352 11.918  0.099
H: 0.779 3.670 10.919  0.100
H: -0.740 2.756 11.164  0.100
H: 0.362 2.129 9.230  0.110
H: 0.438 1.297 6.926  0.116
H: -1.813 4.714 5.620  0.107
H: -1.899 5.529 7.922  0.130
H: -1.871 3.755 3.746  0.155
H: -2.711 4.005 1.320  0.133
H: -3.354 3.851 -1.063  0.131
H: -2.362 2.093 -2.484  0.066
H: 1.399 -2.418 -0.423  0.118
H: 2.144 -2.680 1.934  0.126
H: 1.441 -0.966 3.623  0.138
O: 5.602 1.645 -3.299  0.149
C: 4.377 1.236 -3.003  -0.281
C: 4.022 -0.092 -2.761  0.044
C: 2.715 -0.376 -2.476  -0.108
N: 1.721 0.544 -2.405  -0.127
C: 2.096 1.825 -2.618  -0.696
Br: 0.847 3.214 -2.490  0.903
C: 3.381 2.205 -2.922  -0.020
H: 6.234 0.916 -3.347  0.143
H: 4.748 -0.894 -2.802  0.136
H: 2.420 -1.399 -2.313  0.096
H: 3.621 3.243 -3.097  0.130
O: -2.003 -1.276 -1.663  -0.142
C: -2.288 -2.481 -1.857  -0.085
C: -1.465 -3.447 -2.491  -0.118
C: -2.015 -4.728 -2.686  0.091
C: -1.284 -5.665 -3.358  -0.107
C: -0.011 -5.387 -3.850  0.067
C: 0.543 -4.138 -3.663  0.036
C: -0.173 -3.150 -2.986  -0.291
O: 0.392 -1.953 -2.848  -0.269
N: -1.861 -7.010 -3.569  -0.346
O: -2.994 -7.183 -3.178  0.112
O: -1.155 -7.826 -4.115  0.118
H: -3.272 -2.794 -1.505  0.163
H: -3.006 -4.974 -2.327  0.145
H: 0.523 -6.164 -4.381  0.141
H: 1.524 -3.899 -4.052  0.137
F: 0.932 -3.458 -8.237  0.169
C: 0.499 -2.563 -7.370  -0.124
C: -0.651 -2.811 -6.634  -0.143
F: -1.312 -3.951 -6.792  0.149
C: -1.089 -1.867 -5.723  -0.257
F: -2.209 -2.124 -5.036  0.095
C: -0.397 -0.688 -5.507  -0.448
Se: -1.008 0.632 -4.272  0.852
C: 0.747 -0.458 -6.254  -0.244
F: 1.461 0.653 -6.068  0.091
C: 1.199 -1.380 -7.184  -0.133
F: 2.306 -1.150 -7.874  0.154

Kohn-Sham gap (spin up / spin down)	5.803 / 4.585	eV
charge	+2
largest force on an atom	0.43	eV/Å
2S+1	4

---

# 3
ORCA calculation (ωB97M-V/def2-TZVPD) on a structure of composition C14H38BaO12.

Last column: Löwdin charge in e.
Geometry (Å):
Ba: -0.092 0.023 -0.017  2.082
O: 3.302 -3.111 -1.449  0.058
C: 2.219 -3.012 -0.579  -0.774
O: 2.075 -1.868 -0.045  -0.175
O: 1.512 -4.001 -0.393  0.018
H: 3.733 -2.268 -1.268  0.084
O: -2.142 1.278 3.708  0.068
C: -1.694 1.649 2.463  -0.815
O: -0.917 2.604 2.373  -0.011
O: -2.068 0.917 1.488  -0.247
H: -2.737 0.549 3.490  0.095
C: -3.373 1.059 -2.668  -0.068
C: -3.310 -0.200 -1.835  -0.277
O: -1.960 -0.716 -1.799  -0.250
H: -4.335 1.572 -2.657  0.085
H: -3.161 0.879 -3.731  0.083
H: -2.595 1.738 -2.315  0.056
H: -3.958 -0.977 -2.245  0.120
H: -3.640 0.038 -0.827  0.112
H: -1.789 -0.972 -2.710  0.080
C: 0.856 4.204 -2.653  -0.063
C: -0.300 3.258 -2.341  -0.309
O: -0.128 2.602 -1.082  -0.218
H: 0.611 4.778 -3.541  0.081
H: 1.744 3.601 -2.847  0.069
H: 1.052 4.791 -1.757  0.081
H: -0.355 2.484 -3.108  0.096
H: -1.256 3.792 -2.372  0.116
H: -0.006 3.275 -0.402  0.084
C: -2.931 -2.938 1.272  -0.071
C: -1.785 -3.724 0.681  -0.306
O: -0.776 -2.813 0.287  -0.216
H: -3.414 -2.352 0.484  0.066
H: -2.599 -2.234 2.038  0.062
H: -3.709 -3.559 1.722  0.076
H: -2.118 -4.305 -0.190  0.113
H: -1.365 -4.464 1.374  0.118
H: 0.094 -3.281 0.209  0.029
C: 3.151 0.962 2.982  -0.077
C: 3.002 1.811 1.735  -0.271
O: 1.627 1.849 1.288  -0.231
H: 4.174 1.027 3.373  0.080
H: 3.028 -0.095 2.736  0.071
H: 2.476 1.275 3.776  0.079
H: 3.644 1.417 0.949  0.112
H: 3.292 2.846 1.943  0.115
H: 1.148 2.473 1.854  0.061
C: 2.003 0.683 -4.505  -0.069
C: 2.129 -0.036 -3.178  -0.272
O: 0.834 -0.360 -2.622  -0.224
H: 1.552 0.013 -5.240  0.083
H: 2.985 0.989 -4.870  0.084
H: 1.402 1.590 -4.428  0.059
H: 2.639 0.572 -2.431  0.119
H: 2.697 -0.963 -3.287  0.114
H: 0.326 -0.776 -3.324  0.080
C: -0.770 -1.858 4.609  -0.064
C: 0.356 -1.048 3.965  -0.289
O: 0.387 -1.193 2.538  -0.203
H: -1.685 -1.266 4.634  0.060
H: -0.529 -2.030 5.662  0.076
H: -0.925 -2.809 4.106  0.074
H: 1.329 -1.336 4.377  0.113
H: 0.216 0.004 4.212  0.106
H: 0.827 -2.038 2.385  0.079

Kohn-Sham gap	8.778	eV
largest force on an atom	1.28	eV/Å

---

# 4
ORCA calculation (ωB97M-V/def2-TZVPD) on a structure of composition C47H50AsBF2LuN6OS6.

Last column: Löwdin charge in e.
Geometry (Å):
Lu: -0.155 0.278 0.033  1.198
C: -1.089 3.176 -1.977  -0.107
N: 0.232 2.661 -1.577  -0.188
C: 0.964 2.198 -2.764  -0.172
C: 2.059 1.239 -2.376  -0.182
N: 1.524 -0.077 -1.961  -0.222
C: 2.653 -0.852 -1.381  -0.117
C: 0.948 -0.755 -3.125  -0.332
C: 1.811 -1.267 -4.092  -0.049
C: 1.336 -1.919 -5.216  -0.098
C: -0.038 -2.054 -5.382  -0.103
C: -0.900 -1.535 -4.432  -0.138
C: -0.436 -0.877 -3.282  -0.668
S: -1.627 -0.251 -2.144  0.522
C: 0.994 3.689 -0.884  -0.299
C: 1.069 4.971 -1.439  -0.052
C: 1.749 6.001 -0.813  -0.114
C: 2.381 5.744 0.400  -0.107
C: 2.336 4.471 0.942  -0.131
C: 1.658 3.409 0.316  -0.619
S: 1.742 1.837 1.098  0.523
H: -1.018 3.950 -2.752  0.079
H: -1.590 3.591 -1.106  0.068
H: -1.679 2.351 -2.361  0.018
H: 1.398 3.046 -3.305  0.125
H: 0.257 1.705 -3.430  0.112
H: 2.626 1.646 -1.539  0.097
H: 2.746 1.096 -3.216  0.124
H: 3.550 -0.768 -2.006  0.083
H: 2.374 -1.897 -1.280  0.039
H: 2.896 -0.447 -0.401  0.006
H: 2.882 -1.168 -3.954  0.105
H: 2.029 -2.321 -5.946  0.093
H: -0.437 -2.576 -6.245  0.095
H: -1.972 -1.643 -4.548  0.091
H: 0.571 5.168 -2.381  0.102
H: 1.789 6.985 -1.267  0.093
H: 2.912 6.534 0.921  0.096
H: 2.833 4.260 1.884  0.092
F: -1.549 -2.519 2.000  0.091
B: -1.246 -1.278 1.582  -0.696
F: -2.016 -0.389 2.355  -0.025
S: 1.934 -4.001 7.186  0.528
C: 2.335 -3.474 5.649  -1.100
S: 1.358 -2.319 4.822  0.948
C: 2.434 -2.284 3.432  -1.146
N: 3.434 -3.099 3.588  -0.013
N: 3.372 -3.765 4.825  -0.137
C: 4.469 -4.661 5.064  -0.178
C: 5.607 -4.551 4.258  -0.025
C: 6.683 -5.403 4.452  -0.095
C: 6.650 -6.378 5.441  -0.112
C: 5.516 -6.489 6.229  -0.094
C: 4.427 -5.643 6.049  -0.054
S: 2.109 -1.304 2.079  0.507
H: 5.632 -3.799 3.486  0.099
H: 7.555 -5.299 3.817  0.098
H: 7.493 -7.042 5.591  0.093
H: 5.462 -7.247 7.002  0.099
H: 3.554 -5.748 6.671  0.021
O: -1.504 1.887 0.779  -0.605
As: -2.233 2.380 2.203  1.253
C: -1.439 2.008 3.898  -0.291
C: -2.102 2.539 5.001  -0.106
C: -1.598 2.318 6.275  -0.083
C: -0.432 1.577 6.435  -0.071
C: 0.229 1.060 5.329  -0.067
C: -0.274 1.267 4.052  -0.085
C: -2.352 4.291 2.124  -0.281
C: -3.376 4.981 2.767  -0.108
C: -3.448 6.362 2.664  -0.085
C: -2.505 7.052 1.910  -0.084
C: -1.482 6.364 1.270  -0.058
C: -1.405 4.979 1.375  -0.065
C: -4.062 1.835 2.240  -0.298
C: -4.904 2.377 1.272  -0.088
C: -6.219 1.943 1.186  -0.078
C: -6.683 0.968 2.059  -0.084
C: -5.838 0.429 3.022  -0.071
C: -4.521 0.858 3.112  -0.085
H: -3.010 3.114 4.877  0.092
H: -2.112 2.725 7.137  0.100
H: -0.037 1.402 7.429  0.105
H: 1.136 0.480 5.452  0.082
H: 0.259 0.866 3.203  0.022
H: -4.127 4.448 3.335  0.098
H: -4.244 6.899 3.166  0.101
H: -2.573 8.130 1.821  0.100
H: -0.738 6.891 0.685  0.099
H: -0.603 4.441 0.887  0.079
H: -4.535 3.129 0.587  0.111
H: -6.877 2.361 0.433  0.103
H: -7.706 0.620 1.984  0.101
H: -6.198 -0.340 3.693  0.105
H: -3.854 0.429 3.847  0.107
C: 0.712 -5.114 2.048  -0.047
N: 0.826 -5.127 0.581  -0.194
C: 2.216 -5.111 0.139  -0.101
C: -0.144 -4.572 -0.209  -0.744
S: 0.199 -3.592 -1.546  0.721
N: -1.430 -4.876 0.109  -0.213
C: -1.837 -6.064 0.840  -0.061
C: -2.548 -4.109 -0.418  -0.100
H: 1.608 -4.645 2.445  0.061
H: 0.639 -6.119 2.471  0.087
H: -0.137 -4.518 2.366  0.078
H: 2.732 -5.943 0.625  0.086
H: 2.706 -4.175 0.427  0.077
H: 2.268 -5.226 -0.938  0.052
H: -1.060 -6.819 0.807  0.085
H: -2.724 -6.470 0.350  0.084
H: -2.092 -5.850 1.879  0.089
H: -2.216 -3.135 -0.761  0.023
H: -3.283 -3.981 0.379  0.089
H: -3.012 -4.638 -1.256  0.090

Kohn-Sham gap	6.763	eV
charge	-1
largest force on an atom	1.61	eV/Å